This record from OMol25 describes C9H21N2O7P as an isolated structure at a distorted geometry. The level of theory is ωB97M-V with the def2-TZVPD basis set.

Element x y z (Å)
O 0.523 1.732 -1.615
O -0.425 -1.158 -0.515
O -2.344 -3.113 -2.055
O -2.978 -1.166 -0.462
O 0.402 -2.566 -2.365
O 1.508 -0.296 -1.879
O -0.942 -0.515 -2.960
C 1.432 0.952 -1.420
N 0.747 -0.383 4.911
N 2.640 3.000 -0.620
C -3.266 -2.166 -2.601
C -2.091 0.088 -2.333
C 0.880 -0.275 3.443
C 0.945 1.198 3.067
C 1.053 1.479 1.531
C -3.204 -0.836 -1.837
C 2.420 1.082 0.933
C 2.558 1.512 -0.546
P 0.122 -1.076 -1.906
H -2.665 -3.326 -1.161
H -1.975 -1.227 -0.363
H -0.521 -2.884 -2.336
H 1.557 -0.055 5.395
H 0.549 -1.335 5.217
H 1.720 3.394 -0.499
H 3.066 3.343 -1.491
H -4.280 -2.595 -2.490
H -3.022 -1.960 -3.651
H -1.782 0.767 -1.512
H -2.507 0.752 -3.085
H 0.002 -0.751 3.009
H 1.770 -0.803 3.154
H 1.812 1.657 3.561
H 0.019 1.673 3.456
H 0.250 0.942 1.034
H 0.892 2.575 1.313
H -4.127 -0.296 -1.909
H 3.249 1.524 1.470
H 2.498 -0.007 1.060
H 3.515 1.118 -0.947

Summary:
- charge = 0
- E_HOMO (eV) = -9.00
- orbital gap (eV) = 9.685
- strongest force on any atom (eV/A) = 4.495
- LUMO level (hartree) = 0.0252
- relative energy (zero: lowest compared OMol25 entry of this formula, charge and spin) (kcal/mol) = 0.0


This record from OMol25 describes an isolated ion of composition CH6N3O2 and charge +1 at a distorted geometry. The level of theory is ωB97M-V with the def2-TZVPD basis set.

Element x y z (Å)
N -0.176 0.291 -1.313
N 0.363 0.114 -0.083
C -0.266 -0.356 0.944
N -1.479 -0.836 0.950
O 1.679 0.327 0.248
O 2.048 1.631 -0.213
H -0.326 1.274 -1.538
H 0.346 -0.161 -2.061
H 0.307 -0.373 1.868
H -1.866 -1.215 1.803
H -2.032 -0.879 0.106
H 3.015 1.587 -0.302

Summary:
- charge = +1
- E_HOMO (eV) = -14.73
- orbital gap (eV) = 11.139
- strongest force on any atom (eV/A) = 1.710
- LUMO level (hartree) = -0.1319
- relative energy (zero: lowest compared OMol25 entry of this formula, charge and spin) (kcal/mol) = 41.6


This record from OMol25 describes a 9-piece molecular cluster, C18H36Cl18 overall at a distorted geometry. The level of theory is ωB97M-V with the def2-TZVPD basis set.

Element x y z (Å)
Cl 6.344 2.352 3.509
C 5.901 3.426 2.103
C 6.730 2.936 0.943
Cl 8.490 3.016 1.279
H 6.049 4.460 2.417
H 4.843 3.347 1.855
H 6.508 3.514 0.046
H 6.612 1.888 0.669
Cl 4.786 -8.848 -2.482
C 4.356 -8.240 -0.845
C 3.106 -7.406 -0.981
Cl 2.091 -7.114 0.527
H 5.212 -7.607 -0.614
H 4.162 -9.092 -0.193
H 2.498 -7.653 -1.852
H 3.382 -6.376 -1.203
Cl 1.322 1.227 -0.774
C -0.172 0.275 -0.355
C 0.075 -1.203 -0.151
Cl -1.541 -1.964 -0.048
H -0.833 0.458 -1.202
H -0.521 0.813 0.526
H 0.504 -1.350 0.840
H 0.720 -1.737 -0.849
Cl -0.756 -0.148 -6.023
C 0.622 -0.737 -6.971
C 1.941 -0.184 -6.480
Cl 2.034 1.580 -6.613
H 0.416 -0.595 -8.031
H 0.697 -1.807 -6.780
H 2.834 -0.654 -6.891
H 2.148 -0.463 -5.447
Cl -8.132 4.118 -3.756
C -7.865 2.392 -3.825
C -6.453 2.093 -3.119
Cl -6.520 2.382 -1.367
H -7.716 2.214 -4.890
H -8.750 1.887 -3.438
H -5.503 2.457 -3.510
H -6.345 1.027 -3.320
Cl -0.509 6.071 2.233
C -1.771 6.140 3.435
C -2.834 5.152 2.999
Cl -4.217 4.968 4.128
H -2.216 7.133 3.380
H -1.428 6.044 4.466
H -2.429 4.141 2.995
H -3.134 5.388 1.978
Cl -3.876 -1.524 7.646
C -2.228 -2.249 7.231
C -1.776 -2.168 5.761
Cl -1.912 -0.443 5.300
H -2.288 -3.288 7.553
H -1.457 -1.874 7.904
H -2.253 -2.883 5.090
H -0.727 -2.381 5.553
Cl 5.867 6.607 -3.602
C 4.343 7.503 -3.640
C 3.718 7.540 -2.223
Cl 4.766 8.137 -0.960
H 3.671 6.910 -4.261
H 4.539 8.535 -3.932
H 3.335 6.606 -1.813
H 2.904 8.262 -2.281
Cl -2.765 -9.045 4.071
C -3.898 -8.715 2.723
C -3.991 -7.141 2.590
Cl -4.859 -6.398 4.018
H -4.877 -9.159 2.905
H -3.482 -9.094 1.789
H -4.514 -6.722 1.730
H -2.979 -6.739 2.531

Summary:
- charge = 0
- E_HOMO (eV) = -10.52
- orbital gap (eV) = 10.569
- strongest force on any atom (eV/A) = 2.734
- LUMO level (hartree) = 0.0019
- relative energy (zero: lowest compared OMol25 entry of this formula, charge and spin) (kcal/mol) = 76.0


Q: orbital gap of number 2 (CH6N3O2)?
A: 11.139 eV


Q: The highest relative energy (zero: lowest compared OMol25 entry of this formula, charge and spin) belongs to which entry?
A: C18H36Cl18


Q: Number 1 is which compound?
A: C9H21N2O7P


Q: The highest charge belongs to which entry?
A: CH6N3O2